Record 1
Below is a 12-piece molecular cluster, C28H40BrFN13OP overall, with properties calculated with ωB97M-V/def2-TZVPD.

Element x y z (Å)
C  -1.9538  -2.2388  2.1563
C  -2.1580  -3.1575  0.9606
F  -2.5629  -4.3801  1.4087
C  -0.8298  -3.3220  0.1531
C  -0.3841  -4.7104  0.3550
N  -0.0809  -5.8245  0.4296
C  -1.0016  -3.1299  -1.3725
C  0.2126  -3.6196  -2.0208
N  1.2292  -3.9317  -2.4808
P  -1.1404  -1.3422  -1.9732
O  -2.0228  -1.4973  -3.3561
Br  -2.4632  -0.1757  -0.5973
H  -1.2706  -1.4454  1.9099
H  -1.5047  -2.8115  2.9487
H  -2.9028  -1.8193  2.4592
H  -2.9298  -2.7847  0.3004
H  -0.0302  -2.7099  0.5489
H  -1.8342  -3.7362  -1.7264
H  -2.0050  -2.4204  -3.6490
C  -4.3378  -0.7569  -6.2002
C  -4.0407  -2.1454  -6.5333
N  -3.8097  -3.2364  -6.7862
H  -4.1746  -0.1292  -7.0716
H  -5.3760  -0.6679  -5.8889
H  -3.6925  -0.4218  -5.3896
C  -2.9751  4.2136  -0.6819
C  -2.5299  3.2569  -1.6910
N  -2.1660  2.4635  -2.4305
H  -2.4492  4.0164  0.2414
H  -2.7529  5.2245  -1.0096
H  -4.0453  4.1214  -0.5086
C  -0.7846  -6.0184  -4.8913
C  -1.9530  -5.4937  -4.1929
N  -2.8606  -5.0774  -3.6353
H  -1.1034  -6.6994  -5.6772
H  -0.2229  -5.1986  -5.3332
H  -0.1470  -6.5506  -4.1888
C  0.0547  6.8533  0.5195
C  -1.1060  6.2393  1.1464
N  -2.0289  5.7409  1.6064
H  0.8682  6.1243  0.4786
H  -0.1890  7.1600  -0.4975
H  0.3596  7.7264  1.0925
C  1.8741  -1.8075  3.7101
C  0.5421  -1.4575  4.1812
N  -0.5064  -1.1723  4.5397
H  1.8022  -2.4400  2.8239
H  2.4170  -0.8909  3.4729
H  2.4112  -2.3446  4.4876
C  1.9718  2.8421  -1.2849
C  2.0752  3.7749  -0.1666
N  2.1514  4.5209  0.7000
H  2.6317  1.9951  -1.1155
H  0.9469  2.4848  -1.3714
H  2.2548  3.3439  -2.2080
C  -4.7246  -0.7554  -10.7303
C  -4.9049  0.3123  -9.7512
N  -5.0443  1.1442  -8.9781
H  -4.0332  -1.4991  -10.3392
H  -5.6809  -1.2308  -10.9356
H  -4.3238  -0.3435  -11.6537
C  2.5247  2.7104  5.4419
C  2.7259  1.8300  4.2987
N  2.8691  1.1261  3.4072
H  2.4556  2.1133  6.3496
H  3.3611  3.4005  5.5255
H  1.6065  3.2777  5.3089
C  -1.8936  8.6262  4.4090
C  -0.5138  8.3297  4.0385
N  0.5668  8.0931  3.7500
H  -2.2168  7.9457  5.1933
H  -1.9656  9.6499  4.7701
H  -2.5401  8.5034  3.5428
C  5.9031  -1.4867  5.5766
C  4.5688  -1.1503  6.0633
N  3.5223  -0.8830  6.4405
H  5.8256  -2.1153  4.6919
H  6.4373  -0.5755  5.3169
H  6.4611  -2.0191  6.3439
C  7.6251  -5.1242  4.0039
C  8.2915  -4.3480  5.0468
N  8.8218  -3.7507  5.8630
H  6.7850  -4.5615  3.6023
H  8.3265  -5.3382  3.2008
H  7.2606  -6.0609  4.4192

Output
- LUMO (eV) = 0.3
- SMILES = C[C@H](F)[C@@H](C#N)[C@H](C#N)P(O)Br.CC#N.CC#N.CC#N.CC#N.CC#N.CC#N.CC#N.CC#N.CC#N.CC#N.CC#N
- maximum force (eV/Å) = 1.69
- charge = 0

Here are the Mulliken charges for atoms 1 to 5, given in e:
1 C -1.607
2 C 0.385
3 F -0.383
4 C 0.086
5 C -0.017

=====

Record 2
Below is C28H40IrO2Se4Te as an isolated structure, with properties calculated with ωB97M-V/def2-TZVPD.

Element x y z (Å)
Ir  0.3532  2.7372  -0.2636
C  1.7652  -4.1398  -1.5542
C  2.0589  -3.2847  -2.7945
C  0.9934  -3.5567  -3.8661
C  3.4184  -3.6967  -3.3579
C  2.0189  -1.8052  -2.4099
C  0.8382  -1.2474  -1.9448
C  0.7819  0.0976  -1.6167
Se  -0.9557  0.8863  -1.3395
C  -1.6780  0.6061  0.4211
C  -2.3604  -0.5760  0.6625
C  -3.1245  -0.7222  1.8090
C  -3.1997  0.3766  2.6636
C  -2.5566  1.5918  2.4394
C  -1.7597  1.7048  1.2887
O  -1.0873  2.8626  1.0586
C  -2.7079  2.7661  3.4157
C  -1.3419  3.1226  4.0211
C  -3.3026  3.9850  2.6948
C  -3.6506  2.4207  4.5727
C  -3.8736  -2.0310  2.0609
C  -2.8600  -3.1757  2.1973
C  -4.7169  -1.9759  3.3342
C  -4.8093  -2.3161  0.8775
C  1.8859  0.9501  -1.7743
O  1.8191  2.2767  -1.4793
C  3.0906  0.4086  -2.2474
C  3.1134  -0.9530  -2.5436
C  4.3322  1.2891  -2.4531
C  5.5365  0.4680  -2.9222
C  4.0401  2.3436  -3.5318
C  4.7293  1.9788  -1.1391
H  1.8047  -5.2020  -1.8079
H  0.7745  -3.9265  -1.1476
H  2.4994  -3.9466  -0.7695
H  1.0751  -4.5849  -4.2263
H  1.1209  -2.8848  -4.7172
H  -0.0165  -3.4192  -3.4752
H  3.3900  -4.7538  -3.6280
H  4.2178  -3.5630  -2.6259
H  3.6706  -3.1305  -4.2570
H  -0.0522  -1.8535  -1.8265
H  -2.2790  -1.3831  -0.0558
H  -3.8033  0.2860  3.5523
H  -0.6440  3.4566  3.2582
H  -0.9065  2.2571  4.5266
H  -1.4602  3.9249  4.7544
H  -2.6437  4.3500  1.9088
H  -3.4628  4.7919  3.4138
H  -4.2672  3.7311  2.2481
H  -3.2654  1.6036  5.1871
H  -4.6493  2.1536  4.2197
H  -3.7511  3.2972  5.2149
H  -2.1723  -2.9857  3.0238
H  -2.2676  -3.2942  1.2877
H  -3.3768  -4.1193  2.3890
H  -4.1026  -1.8007  4.2200
H  -5.2275  -2.9311  3.4686
H  -5.4798  -1.1963  3.2793
H  -4.2516  -2.5103  -0.0406
H  -5.4740  -1.4688  0.6975
H  -5.4236  -3.1952  1.0866
H  4.0396  -1.3709  -2.9042
H  5.3540  -0.0178  -3.8835
H  5.8209  -0.2939  -2.1922
H  6.3875  1.1391  -3.0500
H  3.7933  1.8614  -4.4809
H  4.9227  2.9697  -3.6841
H  3.2093  2.9870  -3.2446
H  4.8930  1.2432  -0.3475
H  3.9643  2.6752  -0.8069
H  5.6572  2.5379  -1.2860
Se  -0.1464  4.8354  -1.3214
Se  1.8042  5.7443  -1.7363
Te  2.0473  3.4637  1.5595
Se  1.8870  1.1313  1.9403

Output
- ΔE to the lowest compared entry with this formula, charge and spin (kJ/mol) = 114.8
- LUMO (spin up / spin down) (eV) = -3.0 / -2.9
- maximum force (eV/Å) = 2.21
- charge = 0
- 2S+1 = 2

Here are the Mulliken charges for atoms 1 to 5, given in e:
1 Ir 0.774
2 C -1.576
3 C 2.051
4 C -1.654
5 C -2.203

=====

Record 3
Below is one molecule with the formula C28H40N4O2S2, with properties calculated with ωB97M-V/def2-TZVPD.

Element x y z (Å)
C  -0.8566  -4.4665  1.0654
O  -0.3288  -4.3842  -0.2341
C  -0.8775  -5.3439  -1.1120
C  -0.1878  -5.2036  -2.4703
N  -0.3506  -3.8745  -2.9998
C  -1.4440  -3.5040  -3.6939
S  -2.4775  -4.5880  -4.4000
N  -1.6538  -2.1786  -3.9097
C  -1.0420  -1.0745  -3.3030
C  -0.7577  -1.0507  -1.9416
C  -0.1699  0.0595  -1.3638
C  0.1405  1.1847  -2.1171
C  0.8174  2.4103  -1.5098
C  0.9264  2.2248  -0.0031
C  2.0223  1.5868  0.5756
C  2.0792  1.3622  1.9353
C  1.0430  1.7642  2.7718
N  1.1407  1.4974  4.1538
C  0.3141  0.7014  4.8810
S  0.6862  0.3999  6.4664
N  -0.7932  0.2325  4.2713
C  -1.6324  -0.7875  4.8431
C  -1.5633  -2.0760  4.0059
O  -0.2519  -2.4807  3.7042
C  0.4749  -2.9905  4.8028
C  -0.0510  2.4389  2.2259
C  -1.1560  2.9898  3.0785
C  -0.0912  2.6333  0.8506
C  0.0220  3.6849  -1.8626
C  0.7111  4.9351  -1.3225
C  2.1058  5.0692  -1.9255
C  2.9264  3.8152  -1.6416
C  2.2055  2.5765  -2.1658
C  -0.1679  1.1520  -3.4741
C  -0.7522  0.0539  -4.0805
C  -1.0659  0.0626  -5.5463
H  -1.9417  -4.3000  1.0617
H  -0.6581  -5.4492  1.5096
H  -0.3694  -3.6948  1.6586
H  -0.7243  -6.3594  -0.7190
H  -1.9595  -5.1777  -1.2281
H  0.8805  -5.3982  -2.3626
H  -0.6287  -5.9113  -3.1754
H  0.1712  -3.1522  -2.5241
H  -2.3376  -1.9850  -4.6286
H  -1.0155  -1.8928  -1.3162
H  0.0399  0.0339  -0.3062
H  2.8404  1.2352  -0.0308
H  2.9320  0.8555  2.3633
H  2.0329  1.6744  4.5944
H  -0.8171  0.3078  3.2629
H  -2.6715  -0.4428  4.8759
H  -1.2881  -0.9600  5.8659
H  -2.0342  -1.9055  3.0325
H  -2.1093  -2.8743  4.5292
H  1.4084  -3.3722  4.3948
H  -0.0731  -3.8060  5.2876
H  0.6962  -2.2169  5.5439
H  -1.4242  3.9864  2.7330
H  -2.0499  2.3688  3.0202
H  -0.8520  3.0520  4.1199
H  -0.9631  3.1306  0.4566
H  -1.0024  3.6158  -1.4958
H  -0.0394  3.7734  -2.9478
H  0.7912  4.8780  -0.2353
H  0.1136  5.8154  -1.5699
H  2.6088  5.9454  -1.5119
H  2.0221  5.2117  -3.0060
H  3.0856  3.7246  -0.5653
H  3.9050  3.8957  -2.1200
H  2.8123  1.6833  -2.0140
H  2.0672  2.6817  -3.2433
H  0.0571  2.0030  -4.0994
H  -0.6697  -0.8290  -6.0307
H  -0.6357  0.9383  -6.0249
H  -2.1445  0.0845  -5.7093

Output
- ΔE to the lowest compared entry with this formula, charge and spin (kJ/mol) = 0.0
- LUMO (eV) = 0.5
- SMILES = COCCNC(=S)Nc1ccc(C2(c3ccc(NC(=S)NCCOC)c(C)c3)CCCCC2)cc1C
- maximum force (eV/Å) = 0.77
- charge = 0

Here are the Mulliken charges for atoms 1 to 5, given in e:
1 C -0.723
2 O -0.315
3 C -0.291
4 C -1.204
5 N -0.140